Computed, not measured: a structure of composition C16H20INO3PPtS3, with ωB97M-V/def2-TZVPD.

Geometry as XYZ:
```
46
Properties=species:S:1:pos:R:3:mulliken_charge:R:1
Pt -0.70348 0.51863 -1.22758 1.183
I -3.24412 0.30919 -2.01779 0.040
S 1.30690 0.70666 -0.05760 -0.470
S 0.45579 2.35076 -3.82679 0.289
S -0.84651 -1.54971 -0.13988 -0.318
P 1.04890 -1.21002 0.53773 0.531
O 1.22890 -1.27647 2.07095 -0.363
O 2.06544 -2.23968 -0.04418 0.051
O 0.06432 3.73952 -3.74684 -0.432
N -0.05129 1.31299 -2.89637 -0.183
C -0.24493 3.45091 -0.73559 -0.467
C -1.80455 4.90771 0.38562 -0.892
C 2.77681 -2.94331 2.96808 -1.172
C -4.12344 4.13569 0.78187 -0.882
C 2.46853 -4.08646 -1.50030 -1.460
C 1.34477 -2.46427 2.96131 0.473
C -2.52178 2.70535 -0.38710 0.477
C -4.87282 2.05901 -0.17348 -0.556
C -1.18576 2.47064 -0.80271 0.377
C -2.81513 3.92464 0.27605 0.879
C -3.61385 1.84144 -0.63615 0.313
C -0.56778 4.69154 -0.14343 -1.080
C -5.11543 3.22074 0.59381 -0.633
C 2.19334 -2.60261 -1.47620 0.615
C 3.29266 -1.76475 -2.08538 -1.297
C 0.33701 -3.52302 2.57687 -1.194
H 0.77008 3.28319 -1.06570 0.517
H -4.32374 5.05512 1.31704 0.399
H 3.04988 -0.70375 -2.05784 0.295
H -0.67448 -3.11988 2.54600 0.338
H -5.68362 1.38065 -0.40136 0.395
H 1.23014 -2.38606 -1.94333 0.250
H -2.04002 5.84426 0.87421 0.403
H 0.58218 -3.97097 1.61148 0.199
H 4.23188 -1.93065 -1.55711 0.321
H 3.04395 -3.40674 2.01972 0.179
H 3.42775 -2.05753 -3.12679 0.416
H 2.57020 -4.41897 -2.53311 0.449
H 3.39767 -4.30866 -0.97476 0.327
H 3.45971 -2.11967 3.17060 0.352
H -6.10639 3.39284 0.98990 0.399
H 2.89336 -3.68384 3.75993 0.438
H 1.08790 -2.03015 3.92532 0.314
H 1.65551 -4.64567 -1.03840 0.325
H 0.19345 5.45791 -0.09438 0.404
H 0.36206 -4.31655 3.32364 0.447
```

The HOMO-LUMO gap is 6.70 eV. The charge is +1. Its energy above the lowest of the compared OMol25 structures with the same formula, charge and spin is 0.198 eV.